1.
Below is H14KO7 as an isolated structure, with properties calculated with ωB97M-V with the def2-TZVPD basis set.

Atoms and positions in Å:
K: 10.6516 3.9666 -4.1317
O: 9.4746 6.6296 -3.7406
H: 8.7986 7.3033 -3.6675
H: 10.1408 6.8879 -3.1035
O: 10.7306 5.8189 -6.1733
H: 10.1140 5.5232 -6.8431
H: 10.1845 6.2588 -5.5218
O: 12.2772 1.4312 -3.6728
H: 11.8398 1.6389 -2.8472
H: 12.6819 0.5770 -3.5217
O: 7.7269 4.5247 -4.3791
H: 6.9300 4.3297 -4.8723
H: 7.7139 5.4754 -4.2682
O: 9.9140 2.5649 -1.7048
H: 9.4012 3.2011 -1.2062
H: 9.3694 1.7779 -1.7214
O: 12.4023 5.5435 -2.5397
H: 12.5445 6.3299 -3.0666
H: 12.4762 5.8447 -1.6341
O: 9.4924 2.2028 -6.0773
H: 10.1136 2.1790 -6.8052
H: 9.3134 1.2825 -5.8844

As for the HOMO energy: -14.7 eV. For the gap between HOMO and LUMO, the calculation gives 0.4246 hartree. As for the energy above the lowest of the compared OMol25 structures with the same formula, charge and spin: 2.5 kcal per mole. The calculation puts the LUMO energy at -3.18 eV. Its charge is +1.

---

2.
Below is a 7-piece molecular cluster, H14O6S overall, with properties calculated with ωB97M-V with the def2-TZVPD basis set.

Atoms and positions in Å:
O: -1.6650 -0.1788 0.8426
H: -0.8598 -0.5300 0.4279
H: -2.4262 -0.2990 0.2659
O: 1.7517 2.9082 1.3786
H: 0.8058 2.8709 1.1893
H: 1.9597 3.8458 1.3827
O: -0.8238 1.0010 -2.6086
H: 0.0009 0.9066 -3.0974
H: -0.8171 0.2327 -2.0107
O: 0.6185 -1.2137 -0.4899
H: 0.4975 -2.1634 -0.6423
H: 1.5292 -1.1819 -0.1732
O: -2.9996 -3.2461 2.5145
H: -2.4091 -2.8071 1.8899
H: -3.4261 -3.9213 1.9756
O: 3.9735 -1.6638 -1.2953
H: 4.1956 -0.8531 -0.8079
H: 4.0304 -2.3062 -0.5766
S: -1.5226 3.4432 0.0991
H: -1.7899 2.1924 0.4916
H: -0.6237 2.9636 -0.7558

Its structure (SMILES) is O.O.O.O.O.O.S. As for the HOMO energy: -9.5 eV. For the gap between HOMO and LUMO, the calculation gives 0.3455 hartree. As for the energy above the lowest of the compared OMol25 structures with the same formula, charge and spin: 25.1 kcal per mole. The calculation puts the LUMO energy at -0.13 eV. Its charge is 0.

---

3.
Below is H14O7 as an isolated structure at a distorted geometry, with properties calculated with ωB97M-V with the def2-TZVPD basis set.

Atoms and positions in Å:
O: -1.0931 -2.3471 -1.1543
H: -0.3060 -2.0263 -1.5944
H: -1.0230 -2.0098 -0.2612
O: 0.5047 0.3941 -0.6211
H: 0.0910 1.2530 -0.5348
H: 0.0396 -0.1603 0.0054
O: 0.9770 -0.8723 1.1345
H: 1.4053 -1.4255 1.7877
H: 0.0411 -1.0180 1.2731
O: -1.0997 -1.1815 0.7621
H: -1.4165 -2.0446 1.0283
H: -1.8108 -0.5834 0.9919
O: 0.8492 2.1263 1.7029
H: 1.3789 1.5209 1.1840
H: 1.3070 2.1878 2.5412
O: -0.9709 3.1827 -1.0316
H: -1.3815 4.0447 -0.9652
H: -0.1180 3.2900 -0.6105
O: 0.8930 -1.7619 -1.6537
H: 0.9020 -1.7203 -2.6099
H: 0.8306 -0.8485 -1.3743

As for the HOMO energy: -8.9 eV. For the gap between HOMO and LUMO, the calculation gives 0.3303 hartree. As for the energy above the lowest of the compared OMol25 structures with the same formula, charge and spin: 151.6 kcal per mole. The calculation puts the LUMO energy at 0.05 eV. Its charge is 0.

---

4.
Below is a 7-piece molecular cluster, H14O7 overall at a distorted geometry, with properties calculated with ωB97M-V with the def2-TZVPD basis set.

Atoms and positions in Å:
O: -0.6505 0.2041 0.0056
H: -0.8423 -0.0018 0.8476
H: 0.0570 0.8503 0.0485
O: 1.5424 0.5698 -0.7503
H: 1.6885 -0.2473 -1.1499
H: 1.7006 1.3702 -1.2677
O: 3.4198 3.3899 -0.0123
H: 3.6634 2.5091 -0.2469
H: 2.9098 3.8190 -0.7896
O: -0.1916 -1.9566 0.0527
H: 0.4889 -2.5907 0.3324
H: -0.7495 -2.5707 -0.5100
O: 2.7676 -2.9589 -0.2420
H: 3.5449 -3.1094 -0.7199
H: 2.3959 -2.2749 -0.8449
O: -1.6746 0.1931 3.1542
H: -0.9264 0.4739 2.6700
H: -2.3168 0.9662 2.9820
O: -5.6200 0.7569 -1.4878
H: -6.3121 0.3073 -1.0622
H: -4.8951 0.3006 -1.0094

Its structure (SMILES) is O.O.O.O.O.O.O. As for the HOMO energy: -9.8 eV. For the gap between HOMO and LUMO, the calculation gives 0.3624 hartree. As for the energy above the lowest of the compared OMol25 structures with the same formula, charge and spin: 92.8 kcal per mole. The calculation puts the LUMO energy at 0.08 eV. Its charge is 0.

---

5.
Below is a 7-piece molecular cluster, H14O7 overall, with properties calculated with ωB97M-V with the def2-TZVPD basis set.

Atoms and positions in Å:
O: 21.6336 7.4397 17.5074
H: 21.8986 6.5384 17.3234
H: 22.4079 7.9640 17.3025
O: 24.7463 12.7962 25.4842
H: 24.2354 12.2343 24.9016
H: 25.1323 13.4539 24.9057
O: 25.1344 12.0596 20.6586
H: 26.0238 12.3238 20.4236
H: 24.8538 11.4945 19.9387
O: 24.4664 16.1585 19.6261
H: 24.4570 15.8940 18.7062
H: 24.6947 15.3605 20.1029
O: 29.8301 16.0552 18.3863
H: 29.3707 15.2252 18.5137
H: 29.5395 16.3608 17.5270
O: 24.7853 9.7442 16.7845
H: 25.0504 10.1672 15.9678
H: 25.5556 9.2459 17.0576
O: 28.6439 12.4169 18.7659
H: 28.9415 12.3417 17.8592
H: 29.2522 11.8712 19.2642

Its structure (SMILES) is O.O.O.O.O.O.O. As for the HOMO energy: -11.4 eV. For the gap between HOMO and LUMO, the calculation gives 0.4117 hartree. As for the energy above the lowest of the compared OMol25 structures with the same formula, charge and spin: 48.8 kcal per mole. The calculation puts the LUMO energy at -0.16 eV. Its charge is 0.

---

6.
Below is a 7-piece molecular cluster, H14O7 overall at a distorted geometry, with properties calculated with ωB97M-V with the def2-TZVPD basis set.

Atoms and positions in Å:
O: -0.2550 1.2957 1.5934
H: 0.4670 1.6437 1.1394
H: -0.3220 0.4347 1.1594
O: 1.1690 -0.1163 3.2574
H: 0.6720 0.5587 2.8234
H: 1.5410 -0.6233 2.5594
O: -1.9000 -1.0603 -2.0796
H: -2.6310 -1.4663 -2.5656
H: -1.1250 -1.2973 -2.6606
O: 0.8780 0.6107 -1.8316
H: 0.9840 -0.2603 -2.1986
H: -0.0280 0.6907 -1.5056
O: -1.5280 1.8497 -0.8136
H: -1.3910 1.4607 0.0734
H: -2.3130 1.5907 -1.3066
O: -0.7270 -0.9833 0.3584
H: -1.2010 -0.9923 -0.4646
H: 0.0980 -1.3933 0.2214
O: 2.2320 -0.7623 0.9394
H: 2.9380 -0.1303 1.2124
H: 2.4420 -1.0503 0.0894

Its structure (SMILES) is O.O.O.O.O.O.O. As for the HOMO energy: -10.1 eV. For the gap between HOMO and LUMO, the calculation gives 0.3591 hartree. As for the energy above the lowest of the compared OMol25 structures with the same formula, charge and spin: 44.8 kcal per mole. The calculation puts the LUMO energy at -0.35 eV. Its charge is 0.

---

Among the records above, which one has the highest charge?
H14KO7

---

What is the formula in the sixth record?
H14O7